[1]
Molecular formula: C8H15IO2
Method: DFT, the ωB97M-V functional and the def2-TZVPD basis

Relative energy (zero: lowest compared OMol25 entry of this formula, charge and spin) in kcal/mol: 0.00
Max |F| in eV Å⁻¹: 4.3
Frontier orbital gap in eV: 9.929
E_HOMO in hartree: -0.3487

The geometry in ORCA input format:
```
! wB97M-V def2-TZVPD RIJCOSX def2/J DEFGRID3
* xyz 0 1
C 1.8767 -0.6227 -1.3354
C 1.0151 0.4116 -0.6364
C 1.4172 1.8713 -0.8437
O -0.3824 0.2443 -1.0177
C -1.1627 -0.3573 0.0244
C -2.5883 0.1408 0.0417
C -1.2212 -1.9284 -0.1176
C -0.4374 0.1149 1.3037
I -1.0386 -1.1775 2.8880
C 1.0051 0.1763 0.9709
O 1.6802 1.2182 1.6243
H 1.9820 -0.4674 -2.3778
H 1.4214 -1.5603 -1.1729
H 2.9643 -0.6794 -1.0471
H 1.4890 2.2752 -1.8508
H 2.3960 2.0944 -0.3454
H 0.5086 2.3392 -0.2550
H -3.2433 -0.5945 -0.5549
H -2.6603 1.1088 -0.4135
H -3.0228 -0.0004 1.0917
H -1.6000 -2.1051 -1.2069
H -1.9859 -2.3313 0.4613
H -0.2100 -2.4340 -0.0583
H -0.8281 1.1469 1.4987
H 1.5018 -0.7314 1.1859
H 1.1237 1.8479 2.1428
*
```



[2]
Molecular formula: C30H42N5SSiTa
Method: DFT, the ωB97M-V functional and the def2-TZVPD basis

Relative energy (zero: lowest compared OMol25 entry of this formula, charge and spin) in kcal/mol: 69.58
Max |F| in eV Å⁻¹: 2.8
Frontier orbital gap in eV: 5.743
E_HOMO in hartree: -0.7315

The geometry in ORCA input format:
```
! wB97M-V def2-TZVPD RIJCOSX def2/J DEFGRID3
* xyz 4 1
Ta 0.0849 0.3301 -0.0240
C -0.4932 3.9404 0.2446
C -1.3759 2.7314 0.3058
C -2.1261 2.3188 -0.8523
C -2.1402 3.1738 -2.0724
C -3.0500 1.2451 -0.7470
C -4.0004 1.0177 -1.8795
C -3.1672 0.5322 0.4715
C -4.0672 -0.6546 0.5737
C -2.5487 1.0359 1.6471
C -2.8829 0.4375 2.9772
C -1.7356 2.1924 1.5849
C -1.4078 2.9512 2.8320
H -1.0868 4.8487 0.3901
H 0.0026 4.0573 -0.7148
H 0.2691 3.9287 1.0195
H -2.3082 2.6160 -2.9904
H -1.2632 3.7983 -2.1955
H -2.9892 3.8632 -1.9825
H -3.4934 0.8455 -2.8288
H -4.6010 1.9227 -2.0069
H -4.6981 0.2065 -1.7109
H -5.0499 -0.3528 0.9510
H -3.6897 -1.3932 1.2771
H -4.2311 -1.1445 -0.3818
H -2.1739 0.7231 3.7483
H -2.9358 -0.6488 2.9451
H -3.8729 0.7768 3.2982
H -0.5384 2.5553 3.3599
H -2.2472 2.9050 3.5251
H -1.2170 4.0001 2.6265
C 0.3261 -3.9240 3.2506
N 0.4166 -3.9865 1.8026
C 0.9574 -5.0303 1.1010
C 0.8156 -4.7543 -0.2154
N 0.1645 -3.5389 -0.3223
C -0.0449 -3.0731 0.9362
S -0.8451 -1.6303 1.4377
C -0.3443 -3.0445 -1.5500
C -0.7169 -3.9593 -2.5271
C -1.1709 -3.4954 -3.7530
C -1.2549 -2.1246 -3.9579
C -0.9021 -1.2848 -2.9233
N -0.4540 -1.7220 -1.7334
H 1.0213 -4.6365 3.6881
H -0.6790 -4.1861 3.5852
H 0.5621 -2.9216 3.6023
H 1.3838 -5.8938 1.5820
H 1.1651 -5.3112 -1.0655
H -0.6734 -5.0216 -2.3361
H -1.4682 -4.1932 -4.5255
H -1.5994 -1.7175 -4.8978
H -0.9613 -0.2081 -3.0394
C 1.5956 0.4432 4.0785
C 2.5029 0.3657 2.8998
C 3.8804 0.1649 3.0325
C 4.6763 0.0925 1.9017
C 4.1207 0.2762 0.6406
C 2.7553 0.5015 0.5605
N 1.9925 0.4878 1.6728
N 1.9824 0.7195 -0.5585
Si 2.7618 1.1660 -2.2085
C 1.2445 2.0497 -2.9465
C 4.2897 2.2379 -2.0200
C 2.9650 -0.5800 -2.9112
H 2.1630 0.4488 5.0051
H 0.8945 -0.3927 4.1067
H 1.0090 1.3609 4.0353
H 4.3074 0.0548 4.0195
H 5.7362 -0.1009 2.0000
H 4.7314 0.2433 -0.2472
H 0.4463 2.2218 -2.2116
H 0.8294 1.5083 -3.7962
H 1.5317 3.0274 -3.3333
H 4.3546 2.7669 -1.0695
H 4.3074 2.9908 -2.8098
H 5.2045 1.6583 -2.1471
H 2.0842 -1.2012 -2.7399
H 3.8355 -1.0874 -2.4962
H 3.1340 -0.5264 -3.9873
*
```



[3]
Molecular formula: C50H53N2O3P2RbS2
Method: DFT, the ωB97M-V functional and the def2-TZVPD basis

Relative energy (zero: lowest compared OMol25 entry of this formula, charge and spin) in kcal/mol: 18.99
Max |F| in eV Å⁻¹: 0.7
Frontier orbital gap in eV: 5.745
E_HOMO in hartree: -0.2080

The geometry in ORCA input format:
```
! wB97M-V def2-TZVPD RIJCOSX def2/J DEFGRID3
* xyz 0 1
Rb -0.0778 -0.6631 0.1435
C -2.8013 -0.6310 3.1123
P -1.9816 0.8318 2.3431
C -1.6528 1.9569 3.7632
C -2.4207 1.9788 4.9273
C -2.1159 2.8436 5.9685
C -1.0340 3.7099 5.8612
C -0.2563 3.6991 4.7121
C -0.5635 2.8222 3.6769
C -3.3661 1.7081 1.5107
C -4.6423 1.8499 2.0512
C -5.6303 2.5435 1.3697
C -5.3555 3.1112 0.1303
C -4.0913 2.9762 -0.4225
C -3.1069 2.2724 0.2636
C -2.8500 -1.7468 2.1039
C -3.9562 -2.3563 1.5250
C -3.4339 -3.3391 0.6411
C -2.0505 -3.2454 0.7556
C -0.9864 -3.9776 -0.0164
P -0.7390 -3.1760 -1.6942
C -1.6583 -4.3707 -2.7426
C -2.8713 -3.9545 -3.2813
C -3.6515 -4.8220 -4.0396
C -3.2131 -6.1145 -4.2770
C -1.9981 -6.5415 -3.7484
C -1.2307 -5.6768 -2.9846
C 1.0142 -3.5623 -2.1357
C 2.0368 -3.5573 -1.1873
C 3.3714 -3.6642 -1.5691
C 3.7109 -3.7764 -2.9079
C 2.7027 -3.7770 -3.8671
C 1.3757 -3.6658 -3.4839
N -1.6862 -2.2753 1.6377
H -3.8040 -0.3890 3.4688
H -2.1964 -0.9065 3.9814
H -3.2622 1.3031 5.0284
H -2.7222 2.8417 6.8657
H -0.7994 4.3871 6.6725
H 0.5946 4.3640 4.6241
H 0.0550 2.8030 2.7845
H -4.8763 1.4126 3.0144
H -6.6168 2.6407 1.8053
H -6.1285 3.6519 -0.4015
H -3.8700 3.4091 -1.3906
H -2.1291 2.1416 -0.1859
H -4.9952 -2.1370 1.7294
H -3.9870 -4.0326 0.0223
H -1.2362 -5.0268 -0.1786
H -0.0534 -3.9461 0.5482
H -3.2143 -2.9449 -3.0863
H -4.5992 -4.4859 -4.4415
H -3.8143 -6.7921 -4.8699
H -1.6530 -7.5517 -3.9297
H -0.2853 -6.0167 -2.5757
H 1.8068 -3.4544 -0.1342
H 4.1449 -3.6712 -0.8092
H 4.7481 -3.8709 -3.2046
H 2.9530 -3.8663 -4.9171
H 0.6018 -3.6675 -4.2446
O 1.8914 1.1468 -1.3407
S 2.8318 2.0124 -2.1169
C 4.5248 1.5577 -1.6729
C 5.0071 1.8504 -0.2574
C 4.2854 1.0851 0.8543
C 4.7433 -0.3644 0.9578
S 3.5876 -1.3864 1.8883
O 2.2533 -1.0916 1.2725
C 3.6270 -0.4861 3.4298
C 2.4547 0.1295 3.8369
C 2.4387 0.8175 5.0457
C 3.5839 0.8787 5.8259
C 4.7517 0.2453 5.4089
C 4.7771 -0.4487 4.2095
C 2.7827 3.6221 -1.3482
C 1.9948 3.7857 -0.2226
C 1.9310 5.0387 0.3791
C 2.6490 6.1014 -0.1477
C 3.4278 5.9241 -1.2866
C 3.4910 4.6815 -1.8983
H 5.1444 2.0665 -2.4160
H 4.5401 0.4909 -1.9165
H 4.9210 2.9221 -0.0674
H 6.0789 1.6269 -0.2303
H 3.2094 1.0989 0.6733
H 4.4619 1.5847 1.8081
H 5.7256 -0.4685 1.4258
H 4.7735 -0.8652 -0.0138
H 1.5709 0.0627 3.2154
H 1.5249 1.3014 5.3697
H 3.5672 1.4110 6.7680
H 5.6412 0.2850 6.0243
H 5.6813 -0.9576 3.8940
H 1.4376 2.9396 0.1592
H 1.3120 5.1816 1.2558
H 2.5952 7.0754 0.3209
H 3.9773 6.7575 -1.7044
H 4.0817 4.5431 -2.7972
C -0.5908 0.3213 -4.3818
N -2.0304 0.3233 -4.1562
C -2.9534 0.4766 -5.2674
C -2.4525 0.1918 -2.8738
C -3.9354 0.1089 -2.6072
O -1.6397 0.0871 -1.9659
H -0.4054 0.1745 -5.4440
H -0.1224 -0.4843 -3.8181
H -0.1299 1.2575 -4.0565
H -2.3843 0.7374 -6.1566
H -3.6719 1.2764 -5.0909
H -3.5052 -0.4434 -5.4752
H -4.4956 0.9260 -3.0624
H -4.0851 0.1127 -1.5312
H -4.3278 -0.8268 -3.0137
*
```



[4]
Molecular formula: C4H12N3
Method: DFT, the ωB97M-V functional and the def2-TZVPD basis

Relative energy (zero: lowest compared OMol25 entry of this formula, charge and spin) in kcal/mol: 57.25
Max |F| in eV Å⁻¹: 2.5
Frontier orbital gap in eV: 9.796
E_HOMO in hartree: -0.5004

The geometry in ORCA input format:
```
! wB97M-V def2-TZVPD RIJCOSX def2/J DEFGRID3
* xyz 1 1
C -2.0427 0.7763 -0.4786
C -1.5035 0.4852 1.9417
C 2.1123 -0.0525 -1.1829
C 2.4843 -1.1329 0.8431
N -2.0995 0.1075 -1.6443
N -1.2687 0.2741 0.4947
N 1.6946 -0.5050 0.1016
H -2.7943 1.5576 -0.3530
H -1.4309 -0.4985 2.5102
H -0.6545 1.1710 2.1441
H -2.4849 0.9660 2.1897
H 3.1383 0.3475 -1.2322
H 2.1574 -0.9029 -1.9441
H 1.3957 0.7694 -1.4960
H -0.3312 -0.0946 0.1441
H 2.0759 -1.6498 1.7537
H 3.4497 -1.4025 0.5347
H -2.2971 0.5099 -2.5318
H -1.6009 -0.7258 -1.7947
*
```



[5]
Molecular formula: C4H14NO3
Method: DFT, the ωB97M-V functional and the def2-TZVPD basis

Relative energy (zero: lowest compared OMol25 entry of this formula, charge and spin) in kcal/mol: 48.30
Max |F| in eV Å⁻¹: 6.4
Frontier orbital gap in eV: 7.387
E_HOMO in hartree: -0.1365

The geometry in ORCA input format:
```
! wB97M-V def2-TZVPD RIJCOSX def2/J DEFGRID3
* xyz -1 1
C -2.0946 0.7345 -0.3392
N -0.7762 1.4473 -0.6208
C 0.1229 -0.6472 -1.8607
C 0.4372 0.5942 -0.9252
C 1.2668 -0.1104 0.2971
O 1.8283 0.8503 1.1357
H -2.5792 0.3831 -1.3123
H -1.9004 0.0017 0.5001
H -2.7978 1.4671 -0.0647
H -0.5199 1.9032 0.2659
H 1.1107 -1.1859 -1.9051
H -0.2420 -0.2613 -2.7920
H -0.5691 -1.3223 -1.3532
H 1.0992 1.2417 -1.4557
H 2.0063 -0.6281 -0.2121
H 0.3972 -0.6218 0.8390
H 0.0327 -3.1124 1.3646
H 0.9253 -2.6513 0.1546
O 0.4684 -3.3762 0.5148
H 0.5487 1.5533 3.3628
H 1.0028 1.6396 1.8187
O 0.2324 2.1010 2.5875
*
```